The following is a DFT calculation (ωB97M-V/def2-TZVPD) of an isolated molecule of C4H4N2O in a non-equilibrium geometry.

The geometry in XYZ format:
```
11
C4H4N2O, DFT ωB97M-V/def2-TZVPD
O 0.59254 0.07623 -2.88242
N 0.18993 -0.81649 -2.13886
C -0.04972 -0.28360 -0.85807
C -0.04678 -1.17571 0.17497
C 0.17948 -0.42217 1.36666
N -0.24422 0.92172 0.99432
C -0.26514 1.04540 -0.25236
H -0.14233 -2.34751 0.15697
H 0.03962 -0.61694 2.41725
H -0.09214 1.66696 1.61888
H -0.16126 1.95210 -0.59735
```

Calculated values
* charge: 0
* E_HOMO: -8.610 eV
* SMILES: O=Nc1cc[nH]c1
* LUMO energy: 0.0 eV
* gap between HOMO and LUMO: 8.6 eV
* energy: -339.42188 Ha
* max |F|: 6.86 eV/Å

***

The following is a DFT calculation (ωB97M-V/def2-TZVPD) of an isolated molecule of C4H4N2O in a non-equilibrium geometry.

The geometry in XYZ format:
```
11
C4H4N2O, DFT ωB97M-V/def2-TZVPD
H 0.02082 -2.10997 -0.13502
N 0.42894 -1.24902 0.20912
C -0.35047 -0.23049 0.07123
C -1.84018 -0.30349 -0.01709
O -2.42069 -1.35408 -0.15186
C 0.37639 1.00903 -0.04852
C 1.87544 0.40357 0.07546
N 1.60709 1.07164 -0.92970
H -2.37531 0.66823 0.03152
H -0.03762 1.99038 0.21882
H 2.73620 0.09018 0.67632
```

Calculated values
* charge: 0
* E_HOMO: -9.203 eV
* SMILES: [H]/N=C(\C=O)[C@H]1C=N1
* LUMO energy: -0.7 eV
* gap between HOMO and LUMO: 8.5 eV
* energy: -339.42229 Ha
* max |F|: 2.74 eV/Å

***

The following is a DFT calculation (ωB97M-V/def2-TZVPD) of an isolated molecule of C4H4N2O in a non-equilibrium geometry.

The geometry in XYZ format:
```
11
C4H4N2O, DFT ωB97M-V/def2-TZVPD
C -1.16519 0.00848 0.15502
C -0.08526 -0.86757 0.37327
C 1.32858 -0.85887 0.37512
C 2.27937 -0.16467 -0.26722
N -0.79254 1.19299 -0.00089
N 0.43558 -2.02836 -0.15215
O 2.91664 0.89321 0.05087
H -2.16417 -0.41816 0.43101
H -1.60154 1.93314 -0.05334
H 0.27516 -2.33343 -1.17818
H 2.70367 1.44292 0.91547
```

Calculated values
* charge: 0
* E_HOMO (spin up / spin down): -7.494 / -7.946 eV
* LUMO energy (spin up / spin down): -0.9 / -0.5 eV
* gap between HOMO and LUMO (spin up / spin down): 6.6 / 7.4 eV
* energy: -339.30752 Ha
* max |F|: 4.29 eV/Å

***

The following is a DFT calculation (ωB97M-V/def2-TZVPD) of an isolated molecule of C4H4N2O in a non-equilibrium geometry.

The geometry in XYZ format:
```
11
C4H4N2O, DFT ωB97M-V/def2-TZVPD
N -0.55938 2.62912 -0.04009
C -0.57776 1.56975 -0.50241
C -0.62452 0.20469 -1.06677
O 0.56262 -0.52893 -0.89304
C 1.03269 -0.70367 0.42658
C -0.02666 -0.77485 1.45265
N -0.85589 -0.80406 2.25831
H -0.77192 0.27106 -2.14714
H -1.48375 -0.31604 -0.62507
H 1.58139 -1.64856 0.42962
H 1.72319 0.10149 0.70736
```

Calculated values
* charge: 0
* E_HOMO: -11.516 eV
* SMILES: N#CCOCC#N
* LUMO energy: 0.5 eV
* gap between HOMO and LUMO: 12.0 eV
* energy: -339.51965 Ha
* max |F|: 1.19 eV/Å

***

The following is a DFT calculation (ωB97M-V/def2-TZVPD) of a structure of composition C4H4N2O in a non-equilibrium geometry.

The geometry in XYZ format:
```
11
C4H4N2O, DFT ωB97M-V/def2-TZVPD
N 2.39265 -0.87039 0.31170
C 1.60063 -0.41227 1.07513
C 1.02168 0.08241 -0.55714
O -0.12276 -0.61223 -0.80321
C -1.15436 -0.45589 0.15481
C -1.59474 0.94897 0.24918
N -1.89755 2.06332 0.30929
H 1.66540 0.00045 -1.42744
H 0.87954 1.12701 -0.27167
H -1.98176 -1.08322 -0.18208
H -0.80874 -0.78817 1.14142
```

Calculated values
* charge: 0
* E_HOMO: -11.536 eV
* LUMO energy: 0.7 eV
* gap between HOMO and LUMO: 12.2 eV
* energy: -339.44171 Ha
* max |F|: 1.17 eV/Å

***

The following is a DFT calculation (ωB97M-V/def2-TZVPD) of an isolated molecule of C4H4N2O in a non-equilibrium geometry.

The geometry in XYZ format:
```
11
C4H4N2O, DFT ωB97M-V/def2-TZVPD
C 2.19845 0.00491 0.07540
C 0.76895 -0.24675 -0.07593
N 0.27359 -1.42981 -0.20747
N -1.25283 -1.26923 0.10443
C -1.63814 -0.03869 0.09013
C -0.42382 0.72616 0.03173
O -0.44612 1.94767 -0.08912
H 2.88213 -0.80377 0.14022
H 2.48906 0.84864 -0.53431
H 2.45686 0.56402 1.01341
H -2.83700 0.02927 0.08689
```

Calculated values
* charge: 0
* E_HOMO: -10.313 eV
* SMILES: CC1=NN=CC1=O
* LUMO energy: -1.4 eV
* gap between HOMO and LUMO: 9.0 eV
* energy: -339.45531 Ha
* max |F|: 5.12 eV/Å

***

The following is a DFT calculation (ωB97M-V/def2-TZVPD) of an isolated molecule of C4H4N2O in a non-equilibrium geometry.

The geometry in XYZ format:
```
11
C4H4N2O, DFT ωB97M-V/def2-TZVPD
C -1.17211 3.56233 0.73345
C -0.88337 2.38394 0.52828
C 0.71202 -0.62699 0.00229
C 1.07371 -1.91861 -0.53300
N -0.86026 1.10501 0.44199
N 0.03684 0.32457 0.13617
O -0.06849 -2.80665 -0.61652
H -1.34111 4.63224 0.79782
H 1.82480 -2.58483 0.13244
H 1.55395 -1.70046 -1.50978
H -0.87597 -2.37055 -0.11313
```

Calculated values
* charge: 0
* E_HOMO: -8.006 eV
* LUMO energy: 0.3 eV
* gap between HOMO and LUMO: 8.3 eV
* energy: -339.34644 Ha
* max |F|: 4.71 eV/Å

***

The following is a DFT calculation (ωB97M-V/def2-TZVPD) of a structure of composition C4H4N2O in a non-equilibrium geometry.

The geometry in XYZ format:
```
11
C4H4N2O, DFT ωB97M-V/def2-TZVPD
C 1.47453 0.63768 -0.10953
C 0.11008 0.29020 0.23023
C -0.82866 1.16090 -0.01176
C -1.84920 0.30007 -0.00197
H 1.92315 -1.31949 -0.11139
H 1.75893 1.64399 -0.25949
H -0.79855 2.25048 0.22255
H -3.05452 0.39546 -0.35950
N -1.54688 -1.02997 -0.09589
N -0.22209 -1.03299 0.10039
O 2.38916 -0.35785 -0.02069
```

Calculated values
* charge: 0
* E_HOMO: -9.308 eV
* LUMO energy: -1.0 eV
* gap between HOMO and LUMO: 8.3 eV
* energy: -339.42496 Ha
* max |F|: 9.89 eV/Å

***

The following is a DFT calculation (ωB97M-V/def2-TZVPD) of a cluster of 2 separate species, C4H4N2O in total in a non-equilibrium geometry.

The geometry in XYZ format:
```
11
C4H4N2O, DFT ωB97M-V/def2-TZVPD
C -0.86090 1.17852 0.42200
N -2.01804 1.39699 0.83174
C -1.62492 -0.02484 0.23949
H 0.07206 1.70048 0.31713
H -2.10468 -0.26573 -0.71429
H -1.59877 -0.83663 0.97306
N 2.55897 -0.34675 1.35033
C 2.01557 -0.51963 0.34488
C 1.34544 -0.71444 -0.94209
O 0.33347 -1.34651 -1.06358
H 1.88180 -0.22145 -1.75868
```

Calculated values
* charge: 0
* E_HOMO: -10.261 eV
* SMILES: C1=NC1.N#CC=O
* LUMO energy: -1.1 eV
* gap between HOMO and LUMO: 9.1 eV
* energy: -339.43731 Ha
* max |F|: 1.40 eV/Å

***

The following is a DFT calculation (ωB97M-V/def2-TZVPD) of a cluster of 2 separate species, C4H4N2O in total.

The geometry in XYZ format:
```
11
C4H4N2O, DFT ωB97M-V/def2-TZVPD
O 2.44192 -1.22930 -0.00278
C 1.27623 -0.92230 -0.01434
C 0.91391 0.57123 0.05359
C -0.38889 0.57665 0.02255
N -1.42680 -0.09198 -0.03686
C -1.00954 -1.42929 -0.09317
N 0.20910 -1.83313 -0.08520
H 1.66912 1.33597 0.11768
H -1.82529 -2.13972 -0.14965
H -0.91725 2.58593 -0.27835
H -0.94250 2.57592 0.46654
```

Calculated values
* charge: 0
* E_HOMO: -9.528 eV
* SMILES: O=C1C=C=NC=N1.[H][H]
* LUMO energy: -1.1 eV
* gap between HOMO and LUMO: 8.5 eV
* energy: -339.43555 Ha
* max |F|: 0.50 eV/Å

***

The following is a DFT calculation (ωB97M-V/def2-TZVPD) of an isolated molecule of C4H4N2O in a non-equilibrium geometry.

The geometry in XYZ format:
```
11
C4H4N2O, DFT ωB97M-V/def2-TZVPD
H 2.77996 -0.06710 0.12684
N 1.97813 -0.82258 0.02491
C 0.78180 -0.38390 -0.14791
C 0.39495 1.03363 -0.06872
C -0.93739 1.13705 0.05457
C -1.52020 -0.26133 0.00173
O -2.65406 -0.70346 -0.07646
N -0.41619 -1.17277 0.08154
H 1.45260 1.45980 -0.20683
H -1.62350 1.94002 0.24211
H -0.23610 -2.15936 -0.03179
```

Calculated values
* charge: 0
* E_HOMO: -9.977 eV
* SMILES: [H]/N=C1\C=CC(=O)N1
* LUMO energy: -0.6 eV
* gap between HOMO and LUMO: 9.4 eV
* energy: -339.52318 Ha
* max |F|: 4.18 eV/Å

***

The following is a DFT calculation (ωB97M-V/def2-TZVPD) of a structure of composition C4H4N2O in a non-equilibrium geometry.

The geometry in XYZ format:
```
11
C4H4N2O, DFT ωB97M-V/def2-TZVPD
C -1.73824 0.65344 -0.00410
C -0.18728 -0.61059 -0.01197
C 1.08196 1.13824 -0.04062
C -0.23191 0.79058 0.06010
H -2.24225 0.98451 -0.91816
H -2.21441 0.88494 0.93061
H 2.74148 -0.24132 0.10048
H 1.63118 2.08194 -0.05369
N 0.97130 -1.21297 -0.01785
N 1.77576 -0.07072 0.01267
O -1.58658 -0.81927 -0.00544
```

Calculated values
* charge: 0
* E_HOMO: -9.032 eV
* LUMO energy: 0.9 eV
* gap between HOMO and LUMO: 10.0 eV
* energy: -339.46312 Ha
* max |F|: 1.50 eV/Å

***

The following is a DFT calculation (ωB97M-V/def2-TZVPD) of an isolated molecule of C4H4N2O in a non-equilibrium geometry.

The geometry in XYZ format:
```
11
C4H4N2O, DFT ωB97M-V/def2-TZVPD
O 2.51593 -0.54849 0.09563
C 1.55685 0.42525 -0.16838
C 0.20423 0.13905 -0.17460
C -1.00355 0.89778 -0.14652
C -1.97206 -0.12472 0.03523
N -1.24752 -1.34936 -0.11177
N 0.01348 -1.25890 -0.13254
H 1.99354 -1.43935 0.08011
H 2.09124 1.35565 -0.23231
H -1.12121 2.04550 0.41595
H -3.03093 -0.14240 0.33920
```

Calculated values
* charge: 0
* E_HOMO: -9.370 eV
* SMILES: O/C=C1/C=CN=N1
* LUMO energy: -0.8 eV
* gap between HOMO and LUMO: 8.6 eV
* energy: -339.45428 Ha
* max |F|: 4.47 eV/Å

***

The following is a DFT calculation (ωB97M-V/def2-TZVPD) of an isolated molecule of C4H4N2O2 in a non-equilibrium geometry.

The geometry in XYZ format:
```
12
C4H4N2O2, DFT ωB97M-V/def2-TZVPD
O 2.60198 -0.60454 -0.02322
C 1.68437 0.20396 0.07486
N 0.30933 -0.10333 0.03474
C -0.33824 -1.31936 -0.15080
N -1.63780 -1.35874 0.01469
C -1.97719 -0.02565 0.03371
C -0.69335 0.69131 0.18110
O -0.21026 1.95553 -0.21785
H 1.82246 1.40431 0.56982
H 0.11748 -2.36543 -0.12641
H -2.89153 0.53157 0.22317
H -0.93637 2.55446 0.08276
```

Calculated values
* charge: 0
* E_HOMO: -8.629 eV
* SMILES: O=Cn1cncc1O
* LUMO energy: 0.0 eV
* gap between HOMO and LUMO: 8.6 eV
* energy: -414.71980 Ha
* max |F|: 5.79 eV/Å

***

The following is a DFT calculation (ωB97M-V/def2-TZVPD) of a structure of composition C4H4N2O2 in a non-equilibrium geometry.

The geometry in XYZ format:
```
12
C4H4N2O2, DFT ωB97M-V/def2-TZVPD
C 0.31285 -1.21348 0.87408
C -0.47099 0.00210 0.27693
C 0.45776 1.21717 0.22865
C -1.21150 0.34121 -0.94062
H -1.11208 -2.37044 -0.05611
H 0.66083 -3.36912 0.58843
H 1.36905 1.20952 1.07131
H -1.85374 -0.09467 -1.84100
N 0.17898 -2.54716 -0.00704
N 0.09107 2.20320 -0.48609
O 1.50894 -1.10787 1.37650
O -0.94433 1.72667 -1.24463
```

Calculated values
* charge: 0
* E_HOMO: -10.408 eV
* LUMO energy: -0.6 eV
* gap between HOMO and LUMO: 9.8 eV
* energy: -414.59067 Ha
* max |F|: 7.71 eV/Å

***

The following is a DFT calculation (ωB97M-V/def2-TZVPD) of an isolated molecule of C4H4N2O2 in a non-equilibrium geometry.

The geometry in XYZ format:
```
12
C4H4N2O2, DFT ωB97M-V/def2-TZVPD
O -2.48191 0.14518 -0.18746
C -1.24283 0.15878 -0.08241
C -0.30506 1.24651 0.22354
C 0.99959 1.40742 0.13181
N 1.75617 0.36616 -0.45222
C 1.59930 -0.81898 -0.18749
O 0.49109 -1.14477 0.68516
N -0.64425 -1.08600 -0.22405
H -0.66832 2.28284 0.23410
H 1.65142 2.27244 0.45564
H 2.09440 -1.70365 -0.66457
H -1.24026 -1.77830 0.21439
```

Calculated values
* charge: 0
* E_HOMO: -10.000 eV
* SMILES: O=C1C=CN=CON1
* LUMO energy: -0.3 eV
* gap between HOMO and LUMO: 9.7 eV
* energy: -414.69101 Ha
* max |F|: 4.08 eV/Å

***

The following is a DFT calculation (ωB97M-V/def2-TZVPD) of an isolated molecule of C4H4N2O2 in a non-equilibrium geometry.

The geometry in XYZ format:
```
12
C4H4N2O2, DFT ωB97M-V/def2-TZVPD
N -3.15817 -0.72677 -0.03811
C -1.99049 -0.29641 0.05804
C -0.62812 0.11504 -0.15302
C 0.26337 1.32151 0.28203
O 1.55242 0.75414 -0.23451
C 1.51696 -0.56884 -0.08747
O 2.51645 -1.27017 0.04178
N 0.20701 -1.01085 0.23076
H -0.70933 0.16754 -1.28219
H 0.02570 2.12798 -0.35978
H 0.34271 1.48545 1.42605
H 0.06149 -2.09862 0.11641
```

Calculated values
* charge: 0
* E_HOMO: -10.611 eV
* SMILES: N#C[C@H]1COC(=O)N1
* LUMO energy: 0.3 eV
* gap between HOMO and LUMO: 10.9 eV
* energy: -414.75453 Ha
* max |F|: 10.06 eV/Å

***

The following is a DFT calculation (ωB97M-V/def2-TZVPD) of a cluster of 2 separate species, C4H4N2O2 in total in a non-equilibrium geometry.

The geometry in XYZ format:
```
12
C4H4N2O2, DFT ωB97M-V/def2-TZVPD
O 1.31536 1.17619 -0.31915
C 1.60312 0.03243 -0.15322
N 1.24212 -1.29094 -0.23900
C 2.59345 -1.09684 -0.19150
O 3.64262 -1.64008 -0.16297
H 0.23972 -1.76164 -0.13352
C -1.87226 1.24136 0.21536
C -1.53445 -0.15100 0.18892
N -1.38068 -1.29649 0.13547
H -2.34524 1.49065 1.16509
H -2.55134 1.47656 -0.60472
H -0.95242 1.81980 0.09926
```

Calculated values
* charge: 0
* E_HOMO: -9.496 eV
* SMILES: O=c1[nH]c1=O.CC#N
* LUMO energy: 0.5 eV
* gap between HOMO and LUMO: 10.0 eV
* energy: -414.73839 Ha
* max |F|: 3.63 eV/Å

***

The following is a DFT calculation (ωB97M-V/def2-TZVPD) of an isolated molecule of C4H4N2O2 in a non-equilibrium geometry.

The geometry in XYZ format:
```
12
C4H4N2O2, DFT ωB97M-V/def2-TZVPD
C 1.07628 2.24099 -0.08228
C 0.80395 1.12675 -0.30479
C 0.38161 -0.19830 -0.29419
N 0.99694 -1.23940 0.06862
N 2.23070 -1.02325 0.42714
O -0.90566 -0.66189 -0.77061
C -2.18432 -0.50298 -0.06820
O -2.48869 0.55674 0.80292
H 1.71562 3.21285 -0.15864
H 2.53837 0.09230 0.42804
H 2.86329 -1.49598 0.97332
H -3.02115 -1.12816 -0.47469
```

Calculated values
* charge: 0
* E_HOMO: -8.841 eV
* SMILES: C#C/C(=N\N)OC=O
* LUMO energy: 0.2 eV
* gap between HOMO and LUMO: 9.1 eV
* energy: -414.58616 Ha
* max |F|: 9.91 eV/Å

***

The following is a DFT calculation (ωB97M-V/def2-TZVPD) of a cluster of 3 separate species, C4H4N2O3 in total in a non-equilibrium geometry.

The geometry in XYZ format:
```
13
C4H4N2O3, DFT ωB97M-V/def2-TZVPD
C 3.65017 0.39356 1.76645
C 2.14556 -1.55533 -0.79253
C 1.05153 1.35911 -0.61337
C -0.57998 0.41525 0.97628
N 0.09238 1.15751 0.06172
N 2.63420 -1.26213 -1.83876
O 1.86397 1.56826 -1.43113
O 4.37366 0.60776 0.92423
O 1.75210 -2.00340 0.20075
H 0.02278 -0.49148 1.33865
H -0.88120 1.01958 1.90001
H -1.47265 0.05984 0.49688
H 2.54779 -0.44736 -2.37065
```

Calculated values
* charge: 0
* E_HOMO: -10.585 eV
* LUMO energy: 0.6 eV
* gap between HOMO and LUMO: 11.2 eV
* energy: -490.04377 Ha
* max |F|: 4.12 eV/Å